No. 1
Below is a single C2H2OS2 molecule, with properties calculated with ωB97M-V/def2-TZVPD.

The geometry in XYZ format:
```
7
Properties=species:S:1:pos:R:3:nbo_charge:R:1
O 0.695 -1.704 -0.547 -0.425
C 0.454 -1.053 0.413 0.305
C -0.309 0.174 0.500 -0.264
S -0.592 1.164 1.646 0.307
S -0.593 0.732 -1.658 -0.194
H 0.923 -1.408 1.355 0.138
H -0.578 2.095 -1.709 0.133
```

Output
Kohn-Sham gap (eV): 7.253
ΔE to the lowest compared entry with this formula, charge and spin (kcal/mol): 49.65
SMILES: O=CC(=S)S
E (Ha): -948.92590

***

No. 2
Below is a 2-piece molecular cluster, C2H2OS3 overall, with properties calculated with ωB97M-V/def2-TZVPD.

The geometry in XYZ format:
```
8
Properties=species:S:1:pos:R:3:nbo_charge:R:1
C 0.565 -0.269 0.568 -0.239
C 0.028 0.340 -0.323 -0.228
O -2.578 -1.405 -1.289 -0.810
S -3.368 1.447 -0.576 -0.168
S -3.277 0.251 0.899 0.085
S -2.551 -1.551 0.137 0.899
H 0.556 -0.572 1.560 0.222
H -0.012 0.727 -1.312 0.239
```

Output
Kohn-Sham gap (alpha / beta) (eV): 7.175 / 7.658
ΔE to the lowest compared entry with this formula, charge and spin (kcal/mol): 75.94
E (Ha): -1347.07054

***

No. 3
Below is a single C2H2S2 molecule, with properties calculated with ωB97M-V/def2-TZVPD.

The geometry in XYZ format:
```
6
Properties=species:S:1:pos:R:3:nbo_charge:R:1
S 2.337 0.592 0.097 0.084
C 0.657 0.823 -0.440 -0.233
C -0.606 0.805 -0.173 -0.255
S -2.286 0.754 -0.010 0.139
H 2.282 1.155 1.248 0.118
H -2.169 -0.492 0.500 0.147
```

Output
Kohn-Sham gap (eV): 9.498
ΔE to the lowest compared entry with this formula, charge and spin (kcal/mol): 37.13
SMILES: SC#CS
E (Ha): -873.67855

***

No. 4
Below is a 2-piece molecular cluster, C2H2S3 overall, with properties calculated with ωB97M-V/def2-TZVPD.

The geometry in XYZ format:
```
7
Properties=species:S:1:pos:R:3:nbo_charge:R:1
C 1.214 -0.229 -0.302 -0.228
C 1.347 0.840 0.224 -0.265
S -1.322 -1.854 0.417 -0.221
S -1.523 1.312 0.140 -0.144
S -2.051 -0.389 -0.646 0.361
H 0.933 -1.081 -0.977 0.250
H 1.401 1.400 1.144 0.247
```

Output
Kohn-Sham gap (eV): 6.776
ΔE to the lowest compared entry with this formula, charge and spin (kcal/mol): 60.07
E (Ha): -1271.83884

***

No. 5
Below is a 2-piece molecular cluster, C2H2S3 overall, with properties calculated with ωB97M-V/def2-TZVPD.

The geometry in XYZ format:
```
7
Properties=species:S:1:pos:R:3:nbo_charge:R:1
C 1.764 -0.043 0.132 -0.536
C -1.509 -0.028 -0.110 -0.535
S 3.062 0.745 -0.126 0.223
S -3.148 0.012 -0.123 0.248
S -0.493 1.279 0.191 0.190
H 1.338 -0.991 0.353 0.215
H -1.014 -0.974 -0.318 0.196
```

Output
Kohn-Sham gap (alpha / beta) (eV): 5.963 / 5.080
ΔE to the lowest compared entry with this formula, charge and spin (kcal/mol): 42.62
Multiplicity: 3
E (Ha): -1271.78173

***

No. 6
Below is C2H2Sr as an isolated structure, with properties calculated with ωB97M-V/def2-TZVPD.

The geometry in XYZ format:
```
5
Properties=species:S:1:pos:R:3:mulliken_spin:R:1
H -0.358 -0.966 0.102 0.000
C 0.291 0.117 0.297 0.092
C -0.930 0.198 0.086 -0.042
H -1.956 0.315 -0.245 -0.004
Sr 2.953 0.335 -0.240 0.954
```

Output
Kohn-Sham gap (alpha / beta) (eV): 5.778 / 12.466
Multiplicity: 2
Net charge: +1
E (Ha): -107.70866

***

No. 7
Below is a 16-piece molecular cluster, C2H34O15 overall, with properties calculated with ωB97M-V/def2-TZVPD.

The geometry in XYZ format:
```
51
Properties=species:S:1:pos:R:3:nbo_charge:R:1
C 0.727 1.529 -0.762 -0.407
C 0.885 2.617 -1.493 -0.385
H -0.146 1.390 -0.141 0.201
H 1.409 0.707 -0.759 0.200
H 0.177 3.431 -1.455 0.172
H 1.614 2.748 -2.286 0.207
H -4.235 -2.020 -0.694 0.487
H -2.754 -1.751 -1.225 0.464
O -3.313 -2.304 -0.662 -0.962
H 2.263 0.510 2.553 0.423
H 1.331 0.258 3.655 0.497
O 2.304 0.283 3.490 -0.934
H 3.052 -1.798 -2.901 0.494
H 2.418 -0.879 -2.030 0.498
O 2.162 -1.706 -2.501 -0.971
H -1.703 3.208 -0.786 0.484
H -1.737 2.428 0.497 0.505
O -2.206 2.500 -0.349 -0.987
H 1.620 1.600 2.164 0.458
H 2.134 2.471 1.028 0.481
O 1.930 2.486 1.958 -0.927
H -0.768 0.733 2.394 0.498
H -0.590 -0.655 2.863 0.495
O -0.379 0.272 3.151 -0.970
H -3.779 1.629 -0.343 0.500
H -4.570 0.823 -1.391 0.472
O -4.497 0.968 -0.445 -0.982
H 4.144 -0.196 -0.473 0.491
H 4.306 1.346 -0.357 0.471
O 4.357 0.616 -0.993 -0.971
H 0.190 3.137 2.049 0.518
H -1.212 3.662 2.507 0.490
O -0.785 3.012 1.937 -1.008
H 0.272 -2.198 -2.674 0.499
H -0.070 -3.505 -1.900 0.480
O -0.464 -2.696 -2.276 -0.984
H -1.022 -2.743 0.403 0.487
H -0.339 -1.406 0.729 0.495
O -0.375 -2.340 0.963 -0.967
H -2.655 -1.331 0.885 0.509
H -2.937 0.220 0.711 0.493
O -2.311 -0.434 1.007 -1.024
H -2.175 -1.530 -3.315 0.496
H -2.867 -0.796 -2.084 0.446
O -2.998 -1.341 -2.876 -0.917
H 2.455 -1.835 0.875 0.518
H 3.411 -0.783 1.392 0.478
O 2.727 -0.904 0.735 -1.009
H 1.085 -3.343 0.211 0.491
H 1.894 -2.783 -0.908 0.486
O 2.020 -3.307 -0.076 -0.980
```

Output
Kohn-Sham gap (eV): 10.862
ΔE to the lowest compared entry with this formula, charge and spin (kcal/mol): 25.90
E (Ha): -1225.12919

***

No. 8
Below is a 15-piece molecular cluster, C2H37N2O14 overall, with properties calculated with ωB97M-V/def2-TZVPD.

The geometry in XYZ format:
```
55
Properties=species:S:1:pos:R:3:nbo_charge:R:1
N -0.994 1.380 -1.251 -0.763
C -0.047 0.271 -1.647 -0.232
C 0.143 -0.719 -0.488 -0.246
N 0.936 -1.884 -0.713 -0.902
H -0.835 2.282 -1.750 0.479
H -1.894 0.938 -1.199 0.438
H -0.753 1.702 -0.244 0.468
H -0.466 -0.249 -2.557 0.212
H 0.847 0.806 -1.910 0.211
H 0.460 -0.140 0.476 0.176
H -0.846 -0.949 0.055 0.197
H 1.830 -1.753 -1.143 0.399
H 0.333 -2.646 -1.043 0.406
H -4.501 1.154 -2.105 0.479
H -4.791 0.490 -0.850 0.481
O -4.045 0.715 -1.403 -0.953
H 0.204 1.172 1.808 0.500
H -1.245 1.492 1.917 0.493
O -0.494 1.744 1.351 -1.003
H 2.933 0.280 -1.945 0.487
H 4.277 -0.560 -2.303 0.494
O 3.360 -0.559 -2.047 -0.975
H -0.367 -4.353 -1.690 0.493
H 1.230 -4.354 -2.043 0.492
O 0.335 -4.082 -2.249 -0.971
H 1.958 3.179 1.667 0.474
H 0.915 4.201 1.375 0.487
O 1.830 3.986 1.127 -0.953
H 1.119 0.690 3.397 0.502
H 1.084 -0.537 2.356 0.518
O 1.364 0.405 2.518 -0.946
H -2.091 -2.810 -0.258 0.496
H -2.037 -3.617 -1.480 0.465
O -1.805 -3.721 -0.511 -0.954
H -2.862 -2.953 2.094 0.491
H -3.833 -1.925 1.752 0.471
O -2.899 -2.092 1.575 -0.954
H 2.174 3.056 -0.956 0.512
H 3.227 3.212 -2.089 0.498
O 2.300 2.919 -1.919 -0.983
H -0.659 1.984 -4.471 0.482
H 0.908 2.133 -4.410 0.493
O 0.085 2.170 -3.890 -0.969
H -0.290 4.522 -2.532 0.479
H 0.868 3.837 -1.986 0.494
O -0.045 4.039 -1.725 -0.971
H 2.410 -2.433 2.683 0.503
H 2.636 -1.941 4.223 0.503
O 2.070 -1.934 3.447 -0.990
H -1.403 0.247 4.870 0.479
H -1.460 -0.913 3.894 0.512
O -0.989 -0.026 4.060 -0.991
H 0.023 -3.281 2.888 0.488
H 0.206 -1.960 3.873 0.516
O -0.411 -2.616 3.402 -1.012
```

Output
Kohn-Sham gap (eV): 8.840
ΔE to the lowest compared entry with this formula, charge and spin (kcal/mol): 25.14
Net charge: +1
E (Ha): -1261.00868

***

No. 9
Below is a 17-piece molecular cluster, C2H39NO17 overall, with properties calculated with ωB97M-V/def2-TZVPD.

The geometry in XYZ format:
```
59
Properties=species:S:1:pos:R:3:nbo_charge:R:1
C 3.315 -1.223 -2.164 -0.416
N 1.970 -1.152 -1.545 -0.692
C 1.982 -0.709 -0.180 0.098
O 0.674 -0.328 0.208 -0.771
H 4.002 -0.788 -1.436 0.191
H 3.439 -0.758 -3.134 0.207
H 3.556 -2.276 -2.215 0.184
H 1.433 -1.981 -1.753 0.386
H 2.189 -1.508 0.549 0.148
H 2.720 0.074 -0.004 0.182
H 0.216 0.172 -0.477 0.481
H 0.635 2.517 2.958 0.487
H -0.059 3.803 3.407 0.462
O 0.133 3.264 2.631 -0.946
H -2.268 -1.200 -0.688 0.500
H -3.198 -1.183 0.496 0.496
O -2.439 -0.707 0.138 -0.986
H 0.472 4.329 -2.410 0.471
H -0.061 3.190 -1.550 0.494
O 0.687 3.800 -1.636 -0.969
H -1.897 0.744 -0.810 0.508
H -2.025 2.336 -0.478 0.505
O -1.544 1.638 -0.940 -1.034
H 0.084 -0.327 2.687 0.505
H 1.086 -1.345 3.454 0.492
O 0.432 -0.648 3.524 -0.991
H -1.698 -1.561 2.765 0.479
H -1.283 -1.932 1.409 0.472
O -1.778 -2.301 2.149 -0.958
H 0.274 -2.896 -4.229 0.497
H -0.080 -1.388 -4.350 0.504
O -0.294 -2.209 -3.880 -0.986
H -0.911 1.250 4.506 0.474
H -2.335 1.075 3.987 0.476
O -1.452 1.339 3.714 -0.949
H 1.879 3.150 0.323 0.482
H 0.698 2.171 0.417 0.476
O 1.547 2.392 0.811 -0.956
H -3.383 -2.193 -2.625 0.481
H -1.894 -2.453 -3.068 0.519
O -2.482 -2.294 -2.314 -1.007
H -2.067 4.807 0.361 0.475
H -0.886 4.058 0.953 0.515
O -1.804 3.937 0.675 -0.981
H 1.134 0.151 -3.209 0.497
H 1.697 0.733 -4.473 0.471
O 1.418 -0.107 -4.097 -0.965
H -3.518 2.945 1.401 0.481
H -3.181 2.922 2.864 0.473
O -3.855 2.622 2.244 -0.957
H -0.483 -4.422 1.133 0.493
H -0.324 -3.115 0.288 0.471
O 0.053 -3.970 0.496 -0.960
H 3.704 0.162 3.294 0.463
H 2.378 -0.025 2.782 0.474
O 3.270 -0.380 2.622 -0.943
H -0.680 -3.768 -1.892 0.475
H 0.692 -4.244 -1.457 0.489
O 0.113 -4.190 -2.232 -0.965
```

Output
Kohn-Sham gap (eV): 8.800
ΔE to the lowest compared entry with this formula, charge and spin (kcal/mol): 20.41
E (Ha): -1433.39510

***

No. 10
Below is C2H3AgFO as an isolated structure, with properties calculated with ωB97M-V/def2-TZVPD.

The geometry in XYZ format:
```
8
Properties=species:S:1:pos:R:3:nbo_charge:R:1
C -0.716 0.527 0.247 0.184
C 0.458 0.259 -0.621 -0.128
O 0.921 -1.013 -0.554 -0.958
F -0.863 -0.407 1.380 -0.439
H -1.441 1.342 0.222 0.163
H 0.223 0.656 -1.634 0.167
Ag 0.355 -2.452 0.995 0.876
H 1.064 1.087 -0.034 0.136
```

Output
Kohn-Sham gap (alpha / beta) (eV): 5.781 / 7.066
Multiplicity: 2
E (Ha): -399.90273